The following is a quantum chemistry calculation of a 2-piece molecular cluster, C10H9NO2S overall, from the Open Molecules 2025 dataset.

Atoms and positions in Å:
C (0.050, -1.860, -0.505)
C (1.056, -2.420, 0.295)
C (0.110, -0.526, -0.988)
C (2.163, -1.685, 0.700)
C (1.146, 0.246, -0.541)
C (2.163, -0.348, 0.268)
C (1.397, 1.627, -0.699)
C (2.618, 1.854, 0.262)
C (-3.192, 1.423, 1.328)
C (-2.283, 1.819, 0.326)
N (-1.858, 2.749, -0.353)
O (0.802, 2.505, -1.323)
O (3.104, 0.546, 0.588)
S (-1.920, 0.184, 0.851)
H (-0.653, -2.423, -1.027)
H (0.972, -3.394, 0.880)
H (-0.798, -0.312, -1.476)
H (2.882, -2.026, 1.418)
H (3.397, 2.493, -0.286)
H (2.172, 2.300, 1.323)
H (-3.081, 1.555, 2.383)
H (-4.345, 1.196, 1.291)
H (-0.984, 2.622, -0.890)

* spin multiplicity: 3
* total energy: -989.65135 a.u.
* Kohn-Sham gap (alpha / beta): 6.134 / 5.662 eV
* LUMO (alpha / beta): 0.38 / -3.43 eV
* molecular weight: 207.25 g mol⁻¹

=====

The following is a quantum chemistry calculation of one molecule with the formula C7H15N2O5P, from the Open Molecules 2025 dataset.

Atoms and positions in Å:
C (4.084, 0.297, 0.867)
C (4.041, -0.194, -0.574)
O (2.881, 0.290, -1.277)
C (1.738, -0.361, -1.037)
O (1.654, -1.298, -0.286)
C (0.579, 0.239, -1.787)
C (-0.401, 0.929, -0.826)
C (-1.166, -0.072, 0.030)
N (-2.176, 0.576, 0.900)
C (-2.924, 1.567, 0.182)
O (-2.993, 2.715, 0.484)
O (-3.593, 1.099, -0.905)
P (-3.244, -0.486, 1.837)
N (-2.200, -1.723, 2.321)
O (-3.986, -1.394, 0.654)
H (3.077, 0.490, 1.234)
H (4.646, 1.227, 0.947)
H (4.544, -0.445, 1.518)
H (4.072, -1.280, -0.634)
H (4.878, 0.203, -1.145)
H (0.066, -0.563, -2.321)
H (0.951, 0.966, -2.506)
H (0.142, 1.623, -0.179)
H (-1.081, 1.530, -1.433)
H (-1.592, -0.862, -0.608)
H (-0.450, -0.563, 0.685)
H (-3.435, 0.148, -1.000)
H (-1.415, -1.352, 2.848)
H (-1.838, -2.277, 1.551)
H (-4.857, -1.030, 0.459)

* spin multiplicity: 1
* total energy: -1102.86868 a.u.
* ΔE to the lowest compared entry with this formula, charge and spin: 0.0 kJ/mol
* Kohn-Sham gap: 10.073 eV
* SMILES: CCOC(=O)CCCN(C(=O)O)P(N)O
* LUMO: 0.53 eV
* molecular weight: 238.18 g mol⁻¹

=====

The following is a quantum chemistry calculation of one molecule with the formula C4H6N4, from the Open Molecules 2025 dataset.

Atoms and positions in Å:
C (-0.751, -0.604, -0.200)
N (0.618, -0.221, 0.322)
C (0.542, 1.197, 0.869)
N (1.373, 1.993, 0.072)
N (2.010, 1.342, -0.751)
C (1.677, -0.083, -0.651)
C (2.923, -0.682, -0.031)
N (3.850, -1.093, 0.482)
H (-0.755, -1.595, -0.407)
H (-1.437, -0.446, 0.633)
H (-0.983, -0.156, -1.174)
H (0.940, 1.309, 1.825)
H (-0.562, 1.507, 0.677)
H (1.458, -0.455, -1.624)

* spin multiplicity: 1
* total energy: -374.94381 a.u.
* ΔE to the lowest compared entry with this formula, charge and spin: 308.6 kJ/mol
* Kohn-Sham gap: 10.634 eV
* SMILES: CN1CN=N[C@H]1C#N
* LUMO: 0.55 eV
* molecular weight: 110.12 g mol⁻¹

=====

The following is a quantum chemistry calculation of a 2-piece molecular cluster, CH2F2IP overall, from the Open Molecules 2025 dataset.

Atoms and positions in Å:
C (1.861, -0.426, 1.047)
F (1.642, -1.412, 0.174)
F (1.993, 0.719, 0.373)
P (-1.486, 0.947, -1.592)
I (0.273, -0.572, 2.477)
H (-1.969, -0.187, -2.131)
H (-2.314, 0.931, -0.348)

* spin multiplicity: 1
* total energy: -877.93004 a.u.
* ΔE to the lowest compared entry with this formula, charge and spin: 283.9 kJ/mol
* Kohn-Sham gap (alpha / beta): 7.629 / 8.031 eV
* LUMO (alpha / beta): -1.39 / -1.35 eV
* molecular weight: 209.90 g mol⁻¹

=====

The following is a quantum chemistry calculation of C4H7BrNO5S as an isolated structure, from the Open Molecules 2025 dataset.

Atoms and positions in Å:
C (2.767, -0.237, -0.078)
C (1.564, -0.800, 0.709)
C (0.536, 0.228, 1.046)
C (-0.584, 0.342, -0.329)
N (-0.191, 0.468, -1.533)
O (2.500, 0.062, -1.338)
O (-2.307, 2.278, 0.002)
O (3.834, -0.175, 0.419)
O (-2.511, 0.408, 1.622)
O (-3.269, 0.285, -0.713)
S (-2.168, 0.879, 0.308)
Br (-1.388, -2.098, -0.136)
H (1.962, -1.383, 1.438)
H (1.095, -1.561, -0.107)
H (0.876, 1.221, 1.212)
H (-0.045, -0.052, 1.867)
H (-3.279, -0.731, -0.566)
H (1.551, 0.026, -1.574)
H (-0.941, 0.841, -2.250)

* spin multiplicity: 3
* total energy: -3559.71584 a.u.
* ΔE to the lowest compared entry with this formula, charge and spin: 0.0 kJ/mol
* Kohn-Sham gap (alpha / beta): 5.321 / 6.276 eV
* total charge: -1
* LUMO (alpha / beta): 3.14 / 0.26 eV
* molecular weight: 261.07 g mol⁻¹

=====

The following is a quantum chemistry calculation of one molecule with the formula C4H7NO2, from the Open Molecules 2025 dataset.

Atoms and positions in Å:
C (-0.824, -1.081, 0.699)
C (0.862, -0.566, 0.859)
O (1.649, -1.261, 1.392)
N (0.875, 0.738, 0.639)
C (-0.027, 1.238, -0.362)
C (-0.092, 0.258, -1.471)
O (0.773, -0.548, -1.756)
H (-0.895, -1.513, 1.673)
H (-0.828, -1.888, 0.009)
H (-1.792, -0.621, 0.637)
H (1.819, 1.106, 0.646)
H (-1.025, 1.421, 0.031)
H (0.323, 2.186, -0.752)
H (-0.818, 0.533, -2.245)

* spin multiplicity: 1
* total energy: -361.79147 a.u.
* ΔE to the lowest compared entry with this formula, charge and spin: 234.7 kJ/mol
* Kohn-Sham gap: 10.505 eV
* SMILES: CC(=O)NCC=O
* LUMO: 0.65 eV
* molecular weight: 101.10 g mol⁻¹

=====

The following is a quantum chemistry calculation of an isolated ion of composition C2H10N7 and charge +1, from the Open Molecules 2025 dataset.

Atoms and positions in Å:
N (-1.001, 0.740, -1.341)
C (-0.363, 0.614, -0.068)
N (-1.289, 0.726, 1.069)
N (0.782, 1.590, 0.123)
N (1.968, 1.042, 0.057)
N (1.885, -0.202, 0.010)
C (0.581, -0.752, -0.096)
N (0.529, -1.692, -1.043)
N (0.206, -1.361, 1.317)
H (-1.551, 1.580, -1.448)
H (-0.257, 0.821, -2.045)
H (-2.210, 0.253, 0.756)
H (-1.516, 1.704, 1.234)
H (0.929, 2.526, 0.057)
H (-0.434, -1.849, -1.431)
H (1.137, -1.519, -1.870)
H (0.420, -2.335, 1.306)
H (0.928, -0.828, 1.948)
H (-0.744, -1.057, 1.464)

* spin multiplicity: 1
* total energy: -465.18686 a.u.
* ΔE to the lowest compared entry with this formula, charge and spin: 118.6 kJ/mol
* Kohn-Sham gap: 10.400 eV
* total charge: +1
* SMILES: NC1(N)NN=N[C@@]1(N)[NH3+]
* LUMO: -3.29 eV
* molecular weight: 132.15 g mol⁻¹

=====

no.,largest force on an atom (Eh/bohr)
1,0.0905
2,0.0144
3,0.0804
4,0.0478
5,0.1879
6,0.1042
7,0.0939